This record from OMol25 describes a 5-piece molecular cluster, C20H25F15O10 overall at a distorted geometry. The level of theory is ωB97M-V/def2-TZVPD.

Structure (XYZ):
```
70
C20H25F15O10 | OMol25 | ωB97M-V/def2-TZVPD
C -6.926 2.213 1.073
C -5.693 1.312 1.265
O -4.802 1.950 2.219
C -3.848 1.331 2.821
O -3.441 0.257 2.361
C -3.220 2.043 4.022
F -3.928 3.156 4.429
F -3.194 1.223 5.071
F -1.999 2.445 3.703
H -6.638 3.263 1.109
H -7.633 1.963 1.864
H -7.360 2.046 0.087
H -5.104 1.332 0.348
H -6.065 0.350 1.617
C -8.894 10.165 -1.396
C -8.167 9.217 -0.414
O -6.769 9.058 -0.703
C -5.879 10.035 -0.368
O -6.192 11.113 0.223
C -4.394 9.810 -0.739
F -4.438 8.862 -1.702
F -3.842 10.946 -1.177
F -3.764 9.345 0.328
H -8.476 9.816 -2.340
H -8.878 11.239 -1.208
H -9.963 9.953 -1.364
H -8.616 8.227 -0.495
H -8.291 9.630 0.588
C 1.626 1.384 -5.661
C 1.340 2.894 -5.728
O -0.003 3.155 -6.104
C -0.928 3.283 -5.091
O -0.674 3.561 -3.908
C -2.307 3.152 -5.638
F -3.080 2.291 -4.887
F -2.922 4.347 -5.563
F -2.364 2.742 -6.916
H 1.041 0.819 -6.387
H 1.283 1.073 -4.674
H 2.659 1.044 -5.599
H 1.917 3.255 -6.580
H 1.731 3.506 -4.915
C -0.048 -1.425 -13.833
C 0.324 -0.647 -15.135
O -0.435 -0.988 -16.193
C 0.108 -1.506 -17.333
O 1.185 -2.077 -17.450
C -0.860 -1.604 -18.576
F -1.510 -2.786 -18.563
F -1.655 -0.579 -18.593
F -0.155 -1.521 -19.701
H 0.261 -0.828 -12.975
H 0.295 -2.459 -13.839
H -1.130 -1.464 -13.704
H 1.406 -0.736 -15.231
H 0.178 0.431 -15.077
C 16.240 -0.454 -3.361
C 15.201 0.658 -3.132
O 13.855 0.089 -3.254
C 13.038 0.300 -4.322
O 13.279 0.976 -5.315
C 11.734 -0.457 -4.142
F 11.699 -1.252 -3.108
F 10.793 0.397 -4.058
F 11.543 -1.237 -5.268
H 16.062 -0.695 -4.409
H 16.024 -1.402 -2.869
H 17.298 -0.199 -3.310
H 15.503 1.547 -3.685
H 15.293 0.999 -2.101
```

## Properties
Lowest unoccupied orbital energy   0.37 eV
SMILES   CCOC(=O)C(F)(F)F.CCOC(=O)C(F)(F)F.CCOC(=O)C(F)(F)F.CCOC(=O)C(F)(F)F.CCOC(=O)C(F)(F)F
Energy relative to the best compared isomer or geometry (same formula, charge and spin)   354.5 kJ/mol
Energy   -3027.45074 a.u.